Entry from the OMol25 dataset: a gas-phase ion, C11H20NO2 (charge +1) (ωB97M-V with the def2-TZVPD basis set).

The calculation puts the largest force on an atom at 0.801 eV Å⁻¹. Its total charge is +1. As for the frontier orbital gap: 8.11 eV. The molar mass comes out at 198.29 g/mol. The LUMO energy comes out at -0.166 Ha. Its relative energy (zero: lowest compared OMol25 entry of this formula, charge and spin) is 0.00 kcal per mole.

Positions of all 34 atoms, in Å:
C 3.1413 1.9955 1.2071
C 3.2971 0.4964 1.2015
O 3.2940 -0.1658 2.2003
O 3.5092 -0.0896 -0.0016
C 2.7223 0.3192 -1.1252
C 1.9922 -0.8933 -1.6815
C 1.0767 -1.6741 -0.7129
C 0.4586 -0.8975 0.4674
C -1.0142 -1.2843 0.7679
C -1.9790 -0.1608 0.4552
C -2.5205 0.0435 -0.9644
C -3.7115 1.0043 -0.7316
C -4.1723 0.5621 0.6172
N -3.2855 -0.1440 1.2164
H 3.5575 2.4738 0.3209
H 2.0722 2.2389 1.2477
H 3.5978 2.3847 2.1177
H 3.3885 0.7135 -1.8998
H 2.0361 1.1287 -0.8621
H 1.4417 -0.5755 -2.5733
H 2.7644 -1.5851 -2.0335
H 1.6328 -2.5277 -0.3188
H 0.2610 -2.1051 -1.3056
H 0.5126 0.1839 0.3065
H 1.0388 -1.1058 1.3688
H -1.2858 -2.1751 0.1919
H -1.1135 -1.5530 1.8256
H -1.5228 0.8005 0.7383
H -1.7214 0.4473 -1.5899
H -2.8929 -0.8848 -1.4033
H -4.5347 0.8121 -1.4263
H -3.4377 2.0634 -0.7466
H -5.1615 0.7614 1.0206
H -3.4415 -0.6078 2.1055